1.
Below is a 6-piece molecular cluster, C2H14O5 overall at a distorted geometry, with properties calculated with ωB97M-V with the def2-TZVPD basis set.

```
21
Properties=species:S:1:pos:R:3:nbo_charge:R:1
C 0.1588 -0.4970 -2.8822 -0.401
C -0.4851 0.5981 -2.4986 -0.381
H 1.0257 -0.8880 -2.3746 0.207
H -0.0837 -0.8324 -3.8883 0.187
H -0.3315 1.0598 -1.5283 0.193
H -1.2803 0.9701 -3.1352 0.189
O 1.3831 -1.7901 0.0095 -0.956
H 0.8367 -2.5771 -0.1581 0.491
H 2.0419 -2.1977 0.5893 0.475
O -1.5907 -3.2316 0.7703 -0.950
H -1.5034 -2.5134 1.4185 0.477
H -2.4840 -3.0800 0.4204 0.473
O 0.1976 3.1967 -0.3036 -0.936
H -0.2135 3.7870 0.3494 0.480
H 1.1250 3.4494 -0.1785 0.480
O -0.5063 0.8503 3.8499 -0.967
H 0.2391 0.4474 4.3277 0.459
H -0.1668 0.8710 2.9401 0.496
O 0.5780 0.7821 1.1330 -1.012
H 0.7321 0.0360 0.5348 0.503
H 0.3273 1.5593 0.6047 0.492
```

Summary:
- relative energy (zero: lowest compared OMol25 entry of this formula, charge and spin) (kJ/mol) = 114.0
- structure (SMILES) = C=C.O.O.O.O.O
- molecular weight (g/mol) = 118.129
- Kohn-Sham gap (eV) = 10.5



2.
Below is an isolated ion of composition C15H28N3O2S and charge +1, with properties calculated with ωB97M-V with the def2-TZVPD basis set.

```
49
Properties=species:S:1:pos:R:3:nbo_charge:R:1
C 3.9500 3.5310 2.5313 -0.605
C 2.9732 2.3681 2.4255 -0.384
C 3.3468 1.4371 1.2614 -0.437
C 2.3854 0.2922 1.1321 -0.232
C 1.1703 0.3993 0.5239 0.535
O 0.6951 1.5109 -0.0674 -0.664
N 0.2898 -0.6424 0.4221 -0.624
C 0.6117 -1.7871 0.9503 0.354
S -0.5091 -3.1291 0.8357 0.298
C -2.1105 -2.2652 0.5827 -0.535
C -2.4258 -1.8560 -0.8507 -0.242
N -1.7061 -0.6375 -1.2946 -0.447
C -2.5097 0.6005 -1.1303 -0.210
C -2.9349 0.9009 0.3028 -0.422
C -3.5972 2.2745 0.3650 -0.601
C -1.2165 -0.7379 -2.6958 -0.210
C 0.1033 -1.4926 -2.8662 -0.419
C 0.0125 -3.0152 -2.8474 -0.625
N 1.7782 -1.9895 1.5672 -0.582
C 2.7701 -0.9773 1.7128 0.642
O 3.7981 -1.2450 2.2746 -0.561
H 4.9595 3.1635 2.6945 0.214
H 3.6810 4.1739 3.3648 0.222
H 3.9447 4.1282 1.6217 0.201
H 2.9906 1.7921 3.3519 0.215
H 1.9571 2.7525 2.2932 0.181
H 4.3355 1.0188 1.4539 0.258
H 3.3985 2.0089 0.3291 0.199
H 1.3269 2.2353 0.0416 0.509
H -2.8427 -3.0042 0.9087 0.266
H -2.1243 -1.4251 1.2710 0.252
H -3.5016 -1.6795 -0.9373 0.231
H -2.1705 -2.6803 -1.5163 0.241
H -0.8444 -0.5465 -0.6238 0.487
H -1.8907 1.4331 -1.4700 0.226
H -3.3891 0.5345 -1.7770 0.214
H -2.0550 0.9031 0.9479 0.215
H -3.6438 0.1568 0.6670 0.203
H -3.9132 2.4908 1.3809 0.232
H -2.9053 3.0509 0.0501 0.212
H -4.4726 2.3102 -0.2780 0.213
H -1.9981 -1.1911 -3.3104 0.215
H -1.0592 0.2806 -3.0534 0.226
H 0.8156 -1.1518 -2.1134 0.211
H 0.5000 -1.1948 -3.8382 0.235
H -0.1656 -3.4112 -1.8518 0.204
H -0.7684 -3.3638 -3.5194 0.211
H 0.9534 -3.4331 -3.1947 0.235
H 2.0070 -2.8915 1.9722 0.443
```

Summary:
- relative energy (zero: lowest compared OMol25 entry of this formula, charge and spin) (kJ/mol) = 12.2
- structure (SMILES) = CCCc1c(O)nc(SCC[NH+](CCC)CCC)[nH]c1=O
- molecular weight (g/mol) = 314.475
- net charge = +1
- Kohn-Sham gap (eV) = 9.3



3.
Below is C7H22BeN10O11 as an isolated structure at a distorted geometry, with properties calculated with ωB97M-V with the def2-TZVPD basis set.

```
51
Properties=species:S:1:pos:R:3:nbo_charge:R:1
Be 0.0889 -0.1170 0.1551 1.686
O -4.0090 -1.9985 -0.6858 -0.719
C -3.1359 -0.9564 -0.8452 0.975
O -3.4198 -0.1400 -1.7341 -0.766
O -2.1770 -0.9054 -0.0239 -0.860
H -3.4962 -2.6698 -0.2158 0.477
O 4.4033 0.4374 0.2828 -0.703
C 3.0643 0.6829 0.4157 0.970
O 2.3105 0.1775 -0.4699 -0.865
O 2.6756 1.4146 1.3223 -0.773
H 4.3166 -0.3148 -0.3299 0.482
C 0.0037 -3.1117 -1.1507 0.804
O 0.6654 -2.2026 -0.6528 -0.720
N -0.8465 -2.8590 -2.1812 -0.844
N -0.0308 -4.4019 -0.6859 -0.830
H -1.5575 -3.4898 -2.4979 0.392
H -0.8953 -1.8812 -2.4473 0.445
H 0.6203 -4.7283 0.0030 0.400
H -0.2822 -5.0607 -1.4045 0.382
C 1.4212 -1.7906 3.1960 0.792
O 0.8010 -1.5472 2.1840 -0.660
N 1.9633 -0.8769 4.0642 -0.841
N 1.8088 -3.0762 3.4826 -0.845
H 2.6843 -1.1585 4.6978 0.385
H 1.4703 -0.0194 4.2468 0.412
H 2.3086 -3.3256 4.3138 0.383
H 1.7835 -3.7554 2.7453 0.397
C 0.1295 0.3545 -3.5086 0.795
O -0.2244 0.0022 -2.3875 -0.705
N -0.5880 1.3043 -4.1967 -0.852
N 1.3170 -0.0348 -4.0317 -0.832
H -0.0229 2.0206 -4.6246 0.380
H -1.3828 1.6544 -3.6775 0.418
H 1.5496 0.2537 -4.9635 0.389
H 1.9566 -0.5325 -3.4395 0.428
C -1.3401 2.8546 -1.2307 0.794
O -0.6639 2.0873 -0.5539 -0.706
N -0.8423 4.0777 -1.6385 -0.856
N -2.5335 2.5432 -1.7778 -0.874
H 0.0338 4.4098 -1.2861 0.412
H -1.4288 4.6284 -2.2334 0.380
H -2.9340 1.5962 -1.6260 0.470
H -3.1040 3.2219 -2.2475 0.379
C -0.3798 1.7620 3.1118 0.784
O -0.6244 0.9463 2.2142 -0.705
N 0.8288 2.3384 3.2931 -0.854
N -1.3590 2.1949 3.9661 -0.847
H 0.9287 3.0211 4.0219 0.376
H 1.6050 2.1668 2.6486 0.471
H -2.2549 1.7483 3.9307 0.415
H -1.2057 3.0554 4.4528 0.386
```

Summary:
- relative energy (zero: lowest compared OMol25 entry of this formula, charge and spin) (kJ/mol) = 0.0
- molecular weight (g/mol) = 431.324
- Kohn-Sham gap (eV) = 8.9